# C7H28FN14O7Zn

C7H28FN14O7Zn as an isolated structure in a non-equilibrium geometry (wB97M-V/def2-TZVPD, OMol25).

Calculated values
Net charge   +1
HOMO level   -11.124 eV
Max |F|   0.0692 Eh/bohr
HOMO-LUMO gap   8.7 eV
Energy relative to the best compared isomer or geometry (same formula, charge and spin)   12.89 kcal/mol
E_tot   -94046.908 eV

Atoms and positions in Å:
Zn (11.180, -25.764, 8.682)
F (9.672, -25.452, 9.981)
O (12.056, -27.329, 9.690)
O (7.651, -27.107, 12.565)
O (10.887, -24.068, 7.760)
O (12.453, -24.680, 10.019)
O (5.586, -26.450, 7.810)
O (10.847, -21.025, 10.532)
O (10.167, -27.134, 7.616)
N (13.976, -23.097, 10.523)
N (12.991, -28.869, 11.149)
N (11.297, -23.153, 5.715)
N (8.819, -20.275, 9.880)
N (7.390, -25.098, 8.091)
N (14.573, -25.255, 10.715)
N (9.171, -25.479, 12.850)
N (9.666, -22.297, 7.051)
N (11.069, -27.844, 11.651)
N (6.672, -26.297, 9.825)
N (9.047, -22.459, 10.476)
N (8.330, -28.518, 7.493)
N (8.190, -26.394, 14.678)
N (9.723, -28.321, 5.734)
C (12.050, -27.986, 10.748)
C (10.662, -23.160, 6.948)
C (8.251, -26.346, 13.336)
C (9.455, -27.943, 7.007)
C (9.676, -21.258, 10.301)
C (13.549, -24.368, 10.496)
C (6.445, -25.937, 8.554)
H (12.714, -29.575, 11.804)
H (8.185, -24.971, 8.705)
H (7.997, -28.541, 8.442)
H (14.246, -26.190, 10.517)
H (6.192, -27.075, 10.237)
H (11.243, -28.183, 12.579)
H (13.582, -29.105, 10.361)
H (9.478, -25.509, 11.880)
H (10.864, -22.553, 5.036)
H (7.538, -25.019, 7.102)
H (7.496, -25.855, 10.197)
H (13.375, -22.405, 10.101)
H (9.431, -21.684, 6.294)
H (14.918, -22.880, 10.782)
H (10.352, -27.142, 11.541)
H (9.137, -22.300, 7.914)
H (8.652, -25.646, 15.164)
H (8.054, -22.613, 10.441)
H (7.521, -26.941, 15.188)
H (10.431, -27.811, 5.240)
H (7.797, -29.109, 6.885)
H (9.757, -24.982, 13.499)
H (9.535, -23.327, 10.642)
H (9.362, -19.432, 9.774)
H (15.516, -24.953, 10.579)
H (7.824, -20.326, 9.778)
H (9.036, -28.968, 5.405)
H (11.718, -24.020, 5.433)

Atoms 1-6, force components in eV/Å:
-0.9 -0.1 1.9
0.2 0.0 0.0
1.1 -1.1 -0.1
0.1 0.5 0.8
0.2 0.7 0.1
-0.2 0.1 0.9



# C15H22N2O2S2

C15H22N2O2S2 as an isolated structure in a non-equilibrium geometry (wB97M-V/def2-TZVPD, OMol25).

Calculated values
HOMO level   -8.198 eV
Max |F|   0.3130 Eh/bohr
HOMO-LUMO gap   8.2 eV
Energy relative to the best compared isomer or geometry (same formula, charge and spin)   366.39 kcal/mol
E_tot   -44642.287 eV

Atoms and positions in Å:
S (-3.077, 2.591, 0.020)
S (0.422, 0.061, 3.883)
O (-3.488, 3.848, -0.063)
O (-3.249, 1.497, -0.697)
N (0.983, -1.581, 1.845)
N (-0.249, 0.416, 1.103)
C (-1.101, 2.652, 0.634)
C (2.286, -2.862, 0.422)
C (0.560, -0.545, -3.558)
C (-0.806, -0.339, -0.056)
C (3.135, -3.094, -0.728)
C (-0.353, 0.155, -1.165)
C (-3.516, 2.282, 1.879)
C (0.225, -0.476, 2.215)
C (-1.058, 1.543, 1.803)
C (3.447, -0.535, -0.713)
C (1.854, -1.542, 0.715)
C (-2.531, 1.104, 2.391)
C (2.458, -0.543, 0.223)
C (-0.216, -0.989, -2.238)
C (3.598, -1.870, -1.509)
H (-3.402, 3.115, 2.401)
H (3.901, 0.392, -1.349)
H (-0.915, 0.868, -1.775)
H (1.200, -2.166, 2.605)
H (-2.474, 0.907, 3.329)
H (-0.023, 0.317, -4.105)
H (0.625, 0.426, -1.273)
H (4.482, -1.863, -2.208)
H (2.460, 0.590, 0.636)
H (-0.736, 2.395, -0.245)
H (-1.054, -1.494, -2.414)
H (0.684, -1.872, -1.698)
H (1.812, -0.153, -3.341)
H (-4.564, 1.828, 1.820)
H (3.223, -3.917, -1.080)
H (1.826, -3.624, 0.697)
H (-1.179, 3.349, 1.126)
H (-2.072, -0.322, -0.034)
H (-0.521, -1.216, 0.197)
H (-0.480, 1.960, 2.709)
H (0.717, -1.514, -4.311)
H (-2.833, 0.223, 1.906)

Atoms 1-6, force components in eV/Å:
8.1 -0.6 13.9
-0.9 -1.2 -2.2
-3.9 9.9 -3.3
-2.5 -8.4 -7.2
-2.2 2.9 -1.2
-0.6 -1.5 6.4



# C7H17N

A 2-piece molecular cluster, C7H17N overall in a non-equilibrium geometry (wB97M-V/def2-TZVPD, OMol25).

Calculated values
HOMO level   -5.995 eV
Max |F|   0.0781 Eh/bohr
HOMO-LUMO gap   3.2 eV
Energy relative to the best compared isomer or geometry (same formula, charge and spin)   190.31 kcal/mol
E_tot   -9016.972 eV

Atoms and positions in Å:
N (0.738, -0.142, 3.002)
C (-0.108, 2.047, 2.651)
C (-1.384, -0.945, -1.766)
C (0.629, 0.850, 2.024)
C (-1.334, -0.908, -3.208)
C (0.109, -0.016, -3.559)
C (0.203, 0.401, 0.602)
C (1.261, -1.389, 2.561)
H (-0.188, 2.887, 1.964)
H (0.752, -0.043, -4.435)
H (-2.074, -0.295, -3.717)
H (0.572, 2.365, 3.444)
H (2.347, -1.414, 2.368)
H (1.034, -0.171, 0.188)
H (0.000, 1.195, -0.117)
H (1.050, -2.135, 3.331)
H (-0.655, -0.274, 0.644)
H (0.682, -0.398, -2.721)
H (-1.217, -1.783, -3.845)
H (1.626, 1.308, 1.806)
H (-0.298, 0.968, -3.350)
H (-1.034, 1.748, 3.134)
H (-2.046, -0.163, -1.410)
H (-1.428, -1.899, -1.255)
H (0.764, -1.793, 1.664)

Atoms 1-6, force components in eV/Å:
-0.2 -0.1 -0.9
0.7 -0.3 0.1
-2.0 -0.3 -0.2
0.3 1.2 0.9
2.7 1.0 -2.8
-1.5 -0.7 1.8